{"formula": "C27H33O2P", "method": "ωB97M-V with the def2-TZVPD basis set", "elements": ["C", "H", "C", "C", "H", "C", "C", "H", "C", "H", "H", "H", "C", "C", "H", "C", "H", "H", "H", "C", "H", "C", "H", "C", "H", "H", "H", "H", "C", "H", "C", "H", "O", "C", "C", "O", "C", "C", "H", "H", "H", "C", "C", "C", "H", "H", "H", "H", "C", "H", "C", "C", "H", "C", "P", "H", "H", "H", "H", "H", "C", "H", "C"], "coordinates": [[-1.58, 3.53, -1.24], [-1.44, -2.59, 2.01], [-2.40, -0.14, -0.36], [6.19, -0.86, -1.31], [-4.44, 1.63, -1.21], [-1.76, 1.04, -0.81], [5.87, -0.79, 1.07], [6.80, -1.11, -2.16], [1.70, 1.03, 0.83], [-4.48, -2.53, -0.21], [-2.12, 4.47, -1.16], [-0.34, 1.43, 4.07], [-2.46, 2.39, -0.73], [0.24, 1.32, 3.16], [-1.32, 3.39, -2.29], [-2.24, -3.71, -1.18], [-1.23, -3.82, -1.56], [-3.51, 1.99, 1.13], [-3.49, 2.13, -2.61], [-3.75, -2.83, 0.55], [-2.86, -3.33, -1.99], [1.63, -0.30, -1.77], [1.74, 0.05, -2.80], [0.59, 0.06, 2.71], [-1.77, -4.25, 1.51], [2.05, -1.31, -1.69], [-4.21, 3.35, -1.56], [7.61, -1.59, 0.11], [0.20, -0.27, -1.34], [0.29, -0.82, 3.28], [-1.76, -1.38, -0.41], [-3.89, -2.28, 1.48], [-3.67, 0.02, 0.11], [6.65, -1.13, -0.03], [4.64, -0.19, 0.90], [2.79, 2.20, -1.42], [-0.47, 0.94, -1.29], [1.32, -0.09, 1.55], [6.24, -0.99, 2.07], [0.09, -2.34, -0.93], [-3.97, -3.88, 0.77], [-2.30, -2.75, 0.03], [4.17, 0.07, -0.38], [1.36, 2.30, 1.28], [4.04, 0.08, 1.75], [4.59, -0.03, -2.47], [0.36, 3.43, 2.80], [-2.61, -4.69, -0.90], [4.96, -0.26, -1.48], [-1.89, 2.67, 1.34], [-2.80, 2.70, 0.74], [-1.41, -3.28, 1.17], [0.06, 1.81, -1.65], [-0.45, -1.41, -0.90], [2.59, 0.91, -0.75], [1.60, -1.07, 1.20], [-0.38, -3.39, 0.86], [1.67, 3.16, 0.70], [-4.02, -0.83, 0.39], [-0.66, 3.62, -0.66], [-3.73, 2.37, -1.58], [-3.23, 3.70, 0.81], [0.63, 2.44, 2.45]], "nbo_charge": [-0.6051, 0.2107, 0.3580, -0.2127, 0.2273, -0.0741, -0.2107, 0.2160, -0.4206, 0.2139, 0.2109, 0.2150, -0.0593, -0.2122, 0.2094, -0.5962, 0.2104, 0.2271, 0.2051, -0.6395, 0.2140, -0.7836, 0.2603, -0.1637, 0.2053, 0.2403, 0.2020, 0.2145, -0.0708, 0.2059, -0.1214, 0.2099, -0.7047, -0.1981, -0.2178, -1.0918, -0.1629, -0.2073, 0.2150, 0.1929, 0.2279, -0.0615, -0.3266, -0.1796, 0.2251, 0.2185, 0.2192, 0.2037, -0.2000, 0.2096, -0.6097, -0.5968, 0.2242, -0.1516, 1.9346, 0.2170, 0.2087, 0.2420, 0.4954, 0.2107, -0.6064, 0.2011, -0.2166], "gap_ev": 8.62, "smiles": "CC(C)(C)c1cc(CP(=O)(c2ccccc2)c2ccccc2)cc(C(C)(C)C)c1O", "largest_force_ha_per_bohr": 0.0262, "homo_ev": -8.07, "lumo_ev": 0.56, "molar_mass_g_mol": 420.533}